i:
The following is a quantum chemistry calculation of a structure of composition C3H9NO, from the Open Molecules 2025 dataset.

XYZ file:
```
14
Properties=species:S:1:pos:R:3
C -2.10 1.47 0.27
C -1.32 0.44 -0.51
C -0.03 0.44 -0.66
N 0.89 -0.78 -0.92
H -1.86 1.70 1.30
H -3.16 1.21 0.21
H -2.04 2.41 -0.30
H -1.96 -0.21 -1.09
H 0.51 1.33 -0.33
H 0.43 -1.16 -1.75
H 0.14 -0.87 -0.19
H 1.73 -1.32 0.63
H 1.77 -1.22 2.20
O 2.31 -1.23 1.40
```

Computed properties:
* molar mass: 75.111 g/mol
* orbital gap: 10.58 eV
* highest occupied orbital energy: -9.701 eV
* multiplicity: 1
* LUMO: 0.88 eV



ii:
The following is a quantum chemistry calculation of a cluster of 2 separate species, C3H9NO in total, from the Open Molecules 2025 dataset.

XYZ file:
```
14
Properties=species:S:1:pos:R:3
C 0.98 -1.24 -1.29
C 1.33 -0.06 -0.34
C 0.65 0.26 0.84
N 0.47 1.46 1.47
H 0.09 -0.90 -1.77
H 1.88 -1.46 -1.95
H 0.52 -2.20 -0.87
H 2.19 0.58 -0.64
H 0.02 -0.46 1.39
H -0.57 1.56 1.63
H 0.83 2.23 0.95
H -3.38 -0.07 -0.33
H -2.07 -0.13 0.43
O -2.93 0.43 0.46
```

Computed properties:
* SMILES: C/C=C/N.O
* molar mass: 75.111 g/mol
* orbital gap: 8.52 eV
* highest occupied orbital energy: -7.856 eV
* multiplicity: 1
* LUMO: 0.66 eV



iii:
The following is a quantum chemistry calculation of a structure of composition C3H9NO, from the Open Molecules 2025 dataset.

XYZ file:
```
14
Properties=species:S:1:pos:R:3
C -0.39 -1.17 -0.20
C 1.20 0.93 0.77
C -0.73 -0.62 -1.55
N 0.10 1.31 1.50
O -1.04 1.06 0.97
H 0.16 1.16 2.51
H -1.23 -1.32 0.46
H 0.26 -2.05 -0.20
H 2.14 0.95 1.31
H 1.27 1.43 -0.19
H 0.71 -0.27 0.31
H -1.40 -1.29 -2.09
H -1.22 0.35 -1.45
H 0.16 -0.48 -2.16
```

Computed properties:
* molar mass: 75.111 g/mol
* orbital gap (alpha / beta): 8.26 / 8.40 eV
* highest occupied orbital energy (alpha / beta): -7.897 / -8.381 eV
* multiplicity: 1
* LUMO (alpha / beta): 0.36 / 0.02 eV



The structure with the greatest stability is ii.



i:
The following is a quantum chemistry calculation of a structure of composition C4H10O, from the Open Molecules 2025 dataset.

XYZ file:
```
15
Properties=species:S:1:pos:R:3
C 0.46 1.47 1.28
C 0.43 0.00 0.93
C 1.31 -0.55 0.01
C -1.21 -0.68 -1.36
O -0.66 -0.65 1.17
H 1.14 2.02 0.62
H -0.56 1.86 1.16
H 0.76 1.62 2.32
H 2.23 -0.03 -0.22
H 1.37 -1.64 -0.05
H 0.16 -0.47 -0.89
H -0.89 -0.17 -2.28
H -1.48 -1.69 -1.68
H -2.12 -0.14 -1.05
H -0.93 -0.94 0.03
```

Computed properties:
* molar mass: 74.123 g/mol
* orbital gap: 9.82 eV
* highest occupied orbital energy: -8.898 eV
* multiplicity: 1
* LUMO: 0.92 eV



ii:
The following is a quantum chemistry calculation of the molecule C4H10O, from the Open Molecules 2025 dataset.

XYZ file:
```
15
Properties=species:S:1:pos:R:3
C -1.63 0.31 0.45
C -0.38 -0.53 0.77
C 0.75 -0.48 -0.28
C 1.40 0.91 -0.39
H -2.39 0.18 1.20
H -2.11 0.05 -0.53
H -1.48 1.38 0.36
H -0.71 -1.53 0.98
H 0.04 -0.25 1.77
H 1.59 -1.15 0.00
H 2.28 0.87 -1.10
H 0.69 1.59 -0.87
H 1.68 1.33 0.62
H 0.03 -1.82 -1.45
O 0.24 -0.87 -1.53
```

Computed properties:
* SMILES: CC[C@H](C)O
* molar mass: 74.123 g/mol
* orbital gap: 11.14 eV
* highest occupied orbital energy: -10.191 eV
* multiplicity: 1
* LUMO: 0.95 eV



iii:
The following is a quantum chemistry calculation of a cluster of 2 separate species, C4H10O in total, from the Open Molecules 2025 dataset.

XYZ file:
```
15
Properties=species:S:1:pos:R:3
C -1.11 0.01 0.48
C -0.39 0.31 -0.81
C 0.15 1.72 -0.87
C 1.16 2.01 -1.69
H -2.06 0.62 0.53
H -1.52 -1.01 0.59
H -0.55 0.44 1.35
H -1.00 0.17 -1.72
H 0.47 -0.36 -0.92
H -0.50 2.35 -0.25
H 1.74 2.90 -1.73
H 1.60 1.22 -2.31
H 0.50 -2.21 2.18
H 0.52 -3.60 2.86
O 0.21 -3.13 2.08
```

Computed properties:
* SMILES: C=CCC.O
* molar mass: 74.123 g/mol
* orbital gap: 10.45 eV
* highest occupied orbital energy: -9.556 eV
* multiplicity: 1
* LUMO: 0.89 eV



The structure with the greatest stability is ii.



i:
The following is a quantum chemistry calculation of a cluster of 3 separate species, C3H12N2O3 in total, from the Open Molecules 2025 dataset.

XYZ file:
```
20
Properties=species:S:1:pos:R:3
C 0.60 1.86 -0.76
C 0.10 0.64 0.04
C 0.54 -0.67 -0.55
N -0.45 -1.25 -1.32
O 1.59 -1.26 -0.40
N 0.44 1.83 -2.19
H 1.67 1.97 -0.57
H 0.18 2.75 -0.28
H -0.99 0.63 0.19
H 0.44 0.82 1.06
H -0.28 -2.01 -1.95
H -1.36 -0.85 -1.49
H 0.96 1.06 -2.57
H -0.49 2.00 -2.53
H 1.28 -1.04 3.14
H 0.89 0.40 3.09
O 0.53 -0.47 3.30
H -1.41 -2.37 1.85
H -2.00 -1.81 0.55
O -2.24 -2.22 1.38
```

Computed properties:
* SMILES: NCCC(N)=O.O.O
* molar mass: 124.140 g/mol
* orbital gap: 9.98 eV
* highest occupied orbital energy: -9.483 eV
* multiplicity: 1
* LUMO: 0.50 eV



ii:
The following is a quantum chemistry calculation of a cluster of 3 separate species, C3H12N2O3 in total, from the Open Molecules 2025 dataset.

XYZ file:
```
20
Properties=species:S:1:pos:R:3
C 0.94 1.87 -0.52
C 1.08 0.43 -0.13
C 0.85 -0.56 -1.30
N -0.36 -1.14 -1.37
O 1.75 -0.62 -2.12
N -0.23 2.58 0.15
H 0.64 2.03 -1.55
H 1.84 2.45 -0.29
H 0.38 0.10 0.64
H 2.08 0.28 0.30
H -0.56 -1.73 -2.16
H -1.02 -1.23 -0.58
H -1.06 2.03 -0.06
H -0.16 2.75 1.14
H -0.99 0.43 3.81
H -0.97 -1.18 3.51
O -0.96 -0.29 3.15
H -2.06 -1.01 0.95
H -2.76 -2.24 0.48
O -1.88 -1.94 0.73
```

Computed properties:
* SMILES: NCCC(N)=O.O.O
* molar mass: 124.140 g/mol
* orbital gap: 9.01 eV
* highest occupied orbital energy: -8.804 eV
* multiplicity: 1
* LUMO: 0.21 eV



iii:
The following is a quantum chemistry calculation of a cluster of 3 separate species, C3H12N2O3 in total, from the Open Molecules 2025 dataset.

XYZ file:
```
20
Properties=species:S:1:pos:R:3
N -1.17 0.07 0.09
C 0.05 -0.61 -0.28
C 0.49 -1.62 0.75
C 1.19 0.30 -0.70
N 1.52 1.29 0.17
O 1.82 0.15 -1.72
H -1.96 -0.53 0.21
H -1.38 0.90 -0.44
H -0.11 -1.15 -1.22
H 0.46 -1.30 1.79
H 1.49 -1.98 0.47
H -0.05 -2.57 0.72
H 2.14 1.98 -0.19
H 0.98 1.46 1.01
H -1.27 0.19 2.23
H -1.28 1.32 3.22
O -1.15 0.36 3.18
H -1.02 0.01 -3.39
H 0.08 0.97 -3.09
O -0.83 0.78 -2.84
```

Computed properties:
* SMILES: C[C@@H](N)C(N)=O.O.O
* molar mass: 124.140 g/mol
* orbital gap: 10.32 eV
* highest occupied orbital energy: -9.647 eV
* multiplicity: 1
* LUMO: 0.67 eV



The structure with the greatest stability is iii.



i:
The following is a quantum chemistry calculation of a cluster of 3 separate species, C6H15N2 in total, from the Open Molecules 2025 dataset.

XYZ file:
```
23
Properties=species:S:1:pos:R:3
N 2.72 0.13 2.49
C -4.90 -1.87 2.75
C -5.63 -3.01 2.66
N 1.67 0.56 -0.57
C 0.87 1.65 -1.04
C 1.33 2.17 -2.38
C 1.85 0.82 -2.98
C 2.51 0.15 -1.72
H 2.34 0.28 1.59
H 2.14 0.52 3.24
H 2.84 -0.86 2.67
H -4.50 -1.60 3.69
H -4.69 -1.23 1.82
H -6.05 -3.35 1.67
H -5.79 -3.65 3.52
H 0.35 0.67 -1.20
H 0.47 2.42 -0.33
H 2.20 2.86 -2.25
H 0.59 2.64 -3.00
H 1.03 0.16 -3.29
H 2.54 0.94 -3.87
H 2.54 -0.94 -1.88
H 3.56 0.55 -1.60
```

Computed properties:
* molar mass: 115.200 g/mol
* orbital gap (alpha / beta): 9.03 / 9.85 eV
* highest occupied orbital energy (alpha / beta): -8.075 / -9.226 eV
* multiplicity: 2
* LUMO (alpha / beta): 0.95 / 0.62 eV



ii:
The following is a quantum chemistry calculation of a cluster of 2 separate species, C6H15N2 in total, from the Open Molecules 2025 dataset.

XYZ file:
```
23
Properties=species:S:1:pos:R:3
C 3.46 -0.14 -0.59
C 2.30 0.81 -0.30
C 1.40 0.34 0.80
C 0.84 1.09 1.75
H 3.12 -1.11 -0.94
H 4.05 0.33 -1.39
H 4.10 -0.25 0.29
H 1.68 0.92 -1.20
H 2.69 1.80 -0.07
H 1.14 -0.72 0.79
H 0.10 0.70 2.42
H 1.10 2.14 1.87
C -2.16 -1.08 -0.34
C -2.55 0.08 0.19
N -2.47 0.46 1.51
N -2.42 -1.33 -1.78
H -1.87 -1.99 0.17
H -2.88 0.87 -0.48
H -2.03 1.36 1.64
H -2.00 -0.17 2.14
H -2.92 -2.23 -1.91
H -1.58 -1.29 -2.40
H -3.09 -0.60 -2.17
```

Computed properties:
* molar mass: 115.200 g/mol
* orbital gap (alpha / beta): 4.44 / 10.16 eV
* highest occupied orbital energy (alpha / beta): -3.608 / -9.380 eV
* multiplicity: 2
* LUMO (alpha / beta): 0.83 / 0.78 eV



The structure with the greatest stability is i.



i:
The following is a quantum chemistry calculation of the molecule C5H14N2, from the Open Molecules 2025 dataset.

XYZ file:
```
21
Properties=species:S:1:pos:R:3
C 0.10 0.13 -0.24
C 0.74 0.38 1.06
C 0.25 -1.26 -0.82
C 2.44 0.27 0.67
C -2.58 -0.41 0.13
N -1.45 0.31 0.65
N 0.30 1.13 -1.21
H -1.64 1.31 0.61
H 0.20 2.08 -0.89
H -0.08 0.94 -2.12
H 0.57 -0.41 1.78
H 0.63 1.39 1.43
H -0.60 -1.48 -1.46
H 1.15 -1.33 -1.43
H 0.28 -2.01 -0.03
H 2.95 0.42 1.62
H 2.69 1.07 -0.03
H 2.74 -0.69 0.27
H -2.77 -0.23 -0.95
H -3.49 -0.15 0.68
H -2.42 -1.48 0.27
```

Computed properties:
* SMILES: CC[C@](C)(N)NC
* molar mass: 102.181 g/mol
* orbital gap: 9.05 eV
* highest occupied orbital energy: -8.076 eV
* multiplicity: 1
* LUMO: 0.98 eV



ii:
The following is a quantum chemistry calculation of the molecule C5H14N2, from the Open Molecules 2025 dataset.

XYZ file:
```
21
Properties=species:S:1:pos:R:3
N -1.06 -0.14 1.33
C -0.53 -0.25 -0.02
C 0.21 1.04 -0.47
C 1.59 1.22 0.21
C 2.52 0.06 0.41
C -1.64 -0.65 -1.02
N -2.44 -1.80 -0.65
H -1.58 0.70 1.49
H -0.28 -0.06 1.97
H 0.12 -1.12 -0.16
H 0.20 1.09 -1.56
H -0.43 1.84 -0.10
H 1.42 1.81 1.12
H 2.03 2.07 -0.33
H 1.96 -0.78 0.85
H 2.92 -0.46 -0.47
H 3.38 0.39 0.99
H -2.34 0.18 -1.19
H -1.19 -0.82 -2.00
H -1.91 -2.65 -0.61
H -2.95 -1.68 0.21
```

Computed properties:
* SMILES: CCC[C@@H](N)CN
* molar mass: 102.181 g/mol
* orbital gap: 9.85 eV
* highest occupied orbital energy: -8.815 eV
* multiplicity: 1
* LUMO: 1.04 eV



iii:
The following is a quantum chemistry calculation of a cluster of 2 separate species, C5H14N2 in total, from the Open Molecules 2025 dataset.

XYZ file:
```
21
Properties=species:S:1:pos:R:3
C 2.58 0.43 -1.46
C 2.06 -0.37 -0.25
N 0.63 -0.63 -0.26
C 0.09 -0.57 1.00
C -1.43 -0.70 1.04
N -2.20 -0.08 -0.05
C -1.97 1.37 -0.13
H 3.66 0.54 -1.31
H 2.31 -0.14 -2.34
H 2.10 1.42 -1.57
H 2.69 -1.27 -0.10
H 2.43 0.27 0.58
H 0.25 0.55 0.63
H 0.56 -0.92 1.91
H -0.11 1.23 1.85
H -1.70 -0.43 2.07
H -1.59 -1.80 0.99
H -1.85 -0.49 -0.92
H -2.50 1.68 -1.06
H -0.95 1.63 -0.37
H -2.30 1.86 0.77
```

Computed properties:
* molar mass: 102.181 g/mol
* orbital gap: 8.08 eV
* highest occupied orbital energy: -8.270 eV
* multiplicity: 1
* LUMO: -0.19 eV



The structure with the greatest stability is ii.